1.
The following is a quantum chemistry calculation of a molecular structure, C18H21AlBN6O5S, from the Open Molecules 2025 dataset.

Each line ends with the Mulliken charge.
Cartesian coordinates (Å):
Al -0.20449 0.91092 -0.81005  0.471
O 1.87202 0.11809 -4.20923  -0.454
C 1.48164 0.25011 -2.97723  0.508
O 0.30614 0.26905 -2.63180  -0.393
C 2.58493 0.37200 -1.96017  -0.424
O 1.92011 0.51974 -0.72635  -0.230
C 2.54854 1.31476 0.29241  -0.424
C 1.44072 1.82134 1.21763  0.540
O 1.71590 2.45343 2.19828  -0.617
O 0.23035 1.50284 0.82099  -0.556
H 1.10801 0.06425 -4.81009  0.410
H 3.19791 -0.53318 -1.98062  0.443
H 3.21395 1.23189 -2.20345  0.413
H 3.27245 0.72017 0.84901  0.334
H 3.04267 2.17935 -0.15343  0.390
B -4.67614 1.54535 -1.13436  0.427
C -3.13956 1.42473 -1.08222  0.409
N -1.98684 1.28882 -1.03328  -0.937
H -5.00649 2.22035 -0.18879  -0.098
H -4.96711 2.03957 -2.19544  -0.082
H -5.06002 0.39765 -1.03303  -0.104
S 0.50054 3.08445 -1.84520  -0.627
C -0.14901 4.28285 -0.81323  0.508
N -0.34103 5.54143 -1.19977  -0.173
C -0.91271 6.37442 -0.13996  -0.500
C -1.05591 5.36869 1.02516  -0.563
N -0.54164 4.12904 0.44062  0.245
H -0.10886 5.86608 -2.12159  0.191
H -1.87343 6.78112 -0.44971  0.307
H -0.24426 7.19803 0.10424  0.315
H -2.09149 5.23977 1.33390  0.323
H -0.46195 5.65227 1.89189  0.323
H -0.41144 3.26758 0.95281  0.139
N 2.41506 -8.30813 3.70524  -0.445
C 1.92939 -7.41263 3.17645  -0.034
C 1.33364 -6.28795 2.50489  0.492
C 1.39477 -5.02287 3.08297  -0.769
C 0.83052 -3.94069 2.43192  -0.219
C 0.22528 -4.13031 1.19897  0.509
C 0.15048 -5.38643 0.61787  -0.574
C 0.70192 -6.47011 1.27708  -0.783
N -0.33175 -3.00708 0.51168  0.221
C -1.53206 -2.96346 -0.16617  -0.506
C -1.63959 -1.71167 -0.67195  -0.719
N -0.51158 -0.99055 -0.32075  -0.067
C 0.24867 -1.80455 0.38678  -0.299
H 1.86651 -4.89520 4.04704  0.455
H 0.83503 -2.96275 2.89525  0.541
H -0.32108 -5.51728 -0.34690  0.503
H 0.65437 -7.45753 0.84003  0.454
H -2.20789 -3.79901 -0.19033  0.494
H -2.44758 -1.27049 -1.22807  0.547
H 1.20241 -1.55823 0.82002  0.684

Output
LUMO level: -2.85 eV
Total charge: +1
Highest occupied orbital energy: -0.4455 Eh
Kohn-Sham gap: 9.3 eV
Energy above the lowest of the compared OMol25 structures with the same formula, charge and spin: 1.5 kcal per mole

2.
The following is a quantum chemistry calculation of 2 unconnected molecules or ions with the total composition C3H5FS, from the Open Molecules 2025 dataset.

Each line ends with the Mulliken charge.
Cartesian coordinates (Å):
C -0.36213 -0.33260 0.48764  -1.063
C 0.45364 0.35937 -0.49529  0.171
C 1.46178 0.99771 0.01722  -0.084
S 2.70362 1.95852 0.17553  -0.312
H -0.36734 -1.45983 0.42630  0.285
H -1.31377 0.12930 0.50877  0.330
H 0.09519 -0.24885 1.45629  0.314
H 0.11498 0.37667 -1.50856  0.358
F 2.95159 -2.56378 0.10602  -0.395
H 3.70045 -2.05644 -0.17140  0.396

Output
LUMO level: -0.33 eV
Highest occupied orbital energy: -0.3064 Eh
Kohn-Sham gap: 8.0 eV
Energy above the lowest of the compared OMol25 structures with the same formula, charge and spin: 30.7 kcal per mole

3.
The following is a quantum chemistry calculation of 2 unconnected molecules or ions with the total composition C2H4BrN, from the Open Molecules 2025 dataset.

Each line ends with the Mulliken charge.
Cartesian coordinates (Å):
C -0.90070 0.24864 0.13470  -0.084
C 0.18381 -0.71248 0.10311  -0.620
N -0.47330 2.66728 0.05930  -0.334
Br -2.66530 -0.11540 -0.01030  0.001
H 1.10827 -0.22492 -0.20433  0.241
H -0.03446 -1.56973 -0.54088  0.326
H 0.33046 -1.08852 1.12492  0.277
H -1.40009 2.89081 -0.31065  0.193

Output
LUMO level (spin up / spin down): -0.63 / -0.81 eV
Highest occupied orbital energy (spin up / spin down): -0.3147 / -0.3005 Eh
Kohn-Sham gap (spin up / spin down): 7.9 / 7.4 eV
Energy above the lowest of the compared OMol25 structures with the same formula, charge and spin: 166.8 kcal per mole

4.
The following is a quantum chemistry calculation of a gas-phase ion, C5H12NO (charge +1), from the Open Molecules 2025 dataset.

Each line ends with the Mulliken charge.
Cartesian coordinates (Å):
C -0.30720 -0.70441 0.86301  -0.633
C -1.23483 0.56158 0.67323  -0.048
C 0.55730 0.89521 -0.35950  -0.455
C -2.27196 0.39723 -0.41863  -1.233
C 1.80599 -1.28012 -0.23202  -0.851
N 0.99315 -0.23383 0.44451  0.227
O 1.41982 1.91355 -0.25242  -0.505
H -0.54137 -1.07953 1.82183  0.329
H -0.75716 -1.41858 0.21741  0.375
H -1.47911 1.21401 1.54730  0.414
H 0.26787 0.63310 -1.34195  0.515
H -2.99443 1.06309 -0.43062  0.426
H -2.60301 -0.62654 -0.38416  0.325
H -1.72960 0.46255 -1.40285  0.254
H 2.80698 -1.38251 0.24547  0.343
H 1.22685 -2.12946 -0.20061  0.340
H 2.08837 -0.94532 -1.20966  0.350
H 1.58751 0.00636 1.24193  0.432
H 1.16485 2.65360 -0.82228  0.397

Output
LUMO level: -3.05 eV
Total charge: +1
Highest occupied orbital energy: -0.4789 Eh
Kohn-Sham gap: 10.0 eV
Energy above the lowest of the compared OMol25 structures with the same formula, charge and spin: 81.3 kcal per mole